Record 1
Here is 2 unconnected molecules or ions with the total composition C3H9NO in a non-equilibrium geometry from the OMol25 dataset. Energies are from ωB97M-V/def2-TZVPD.

```
! wB97M-V def2-TZVPD RIJCOSX def2/J DEFGRID3
* xyz 0 1
C -2.2322 -1.6584 1.1759
N -2.5432 -0.3314 0.7028
H -2.3567 -2.4171 0.4088
H -2.7406 -1.9646 2.1016
H -1.1780 -1.6299 1.4809
H -3.5292 -0.2505 0.5024
H -2.2730 0.5144 1.1904
C 1.2864 0.7755 -1.8609
C 1.8520 0.3207 -0.7451
O 2.1547 1.1869 0.2656
H 1.0392 -0.0353 -2.5224
H 1.0906 1.8317 -1.9405
H 2.1790 -0.7056 -0.6323
H 2.8239 0.8631 0.8724
*
```

The value obtained for the highest occupied orbital energy is -0.3253 Eh. Its SMILES is C=CO.CN. The molar mass is 75.1 g mol⁻¹. The calculation puts the HOMO-LUMO gap at 9.70 eV.

In the Löwdin picture, each atom carries the following charge in e: atom 1 (C): -0.215, atom 2 (N): -0.082, atom 3 (H): 0.065, atom 4 (H): 0.061, atom 5 (H): 0.065, atom 6 (H): 0.048, atom 7 (H): 0.059, atom 8 (C): 0.008, atom 9 (C): -0.293, atom 10 (O): -0.021, atom 11 (H): 0.047, atom 12 (H): 0.061, atom 13 (H): 0.104, atom 14 (H): 0.092

Record 2
Here is 2 unconnected molecules or ions with the total composition C3H9NO in a non-equilibrium geometry from the OMol25 dataset. Energies are from ωB97M-V/def2-TZVPD.

```
! wB97M-V def2-TZVPD RIJCOSX def2/J DEFGRID3
* xyz 0 1
C 3.1678 0.5749 0.3265
C 1.8346 0.4965 0.1199
H 3.7765 0.4993 1.2140
H 3.7525 0.7305 -0.5786
H 1.2098 0.0799 0.8945
H 1.4954 1.0019 -0.7743
N -1.9626 0.8002 0.1169
C -1.6275 -0.5759 -0.0797
O -2.7066 -1.5193 -0.3671
H -1.5559 1.1703 -0.7392
H -2.9622 0.9669 0.0708
H -1.1763 -1.0705 0.8150
H -0.8934 -0.7717 -0.8834
H -2.3522 -2.3831 -0.1353
*
```

The value obtained for the highest occupied orbital energy is -0.3544 Eh. Its SMILES is C=C.NCO. The molar mass is 75.1 g mol⁻¹. The calculation puts the HOMO-LUMO gap at 10.51 eV.

In the Löwdin picture, each atom carries the following charge in e: atom 1 (C): -0.074, atom 2 (C): -0.079, atom 3 (H): 0.040, atom 4 (H): 0.038, atom 5 (H): 0.036, atom 6 (H): 0.045, atom 7 (N): 0.035, atom 8 (C): -0.374, atom 9 (O): -0.096, atom 10 (H): 0.067, atom 11 (H): 0.079, atom 12 (H): 0.104, atom 13 (H): 0.108, atom 14 (H): 0.069

Record 3
Here is 2 unconnected molecules or ions with the total composition C3H9NO in a non-equilibrium geometry from the OMol25 dataset. Energies are from ωB97M-V/def2-TZVPD.

```
! wB97M-V def2-TZVPD RIJCOSX def2/J DEFGRID3
* xyz 0 1
C 1.8255 0.0729 2.9150
N 2.2135 -1.0225 1.8904
H 2.3176 1.0408 2.7397
H 0.7044 0.2544 2.7638
H 2.0082 -0.2999 3.9240
H 3.0598 -0.7673 1.3098
H 1.5042 -1.4762 1.2847
C -2.8948 0.2798 -2.5531
C -1.6959 0.5896 -2.0460
O -0.4070 0.3567 -2.6056
H -3.8078 0.6840 -2.1238
H -2.9604 -0.2818 -3.4981
H -1.4477 1.1183 -1.1974
H -0.4196 -0.5490 -2.8034
*
```

The value obtained for the highest occupied orbital energy is -0.3281 Eh. Its SMILES is C=CO.CN. The molar mass is 75.1 g mol⁻¹. The calculation puts the HOMO-LUMO gap at 9.72 eV.

In the Löwdin picture, each atom carries the following charge in e: atom 1 (C): -0.167, atom 2 (N): -0.112, atom 3 (H): 0.055, atom 4 (H): 0.076, atom 5 (H): 0.045, atom 6 (H): 0.059, atom 7 (H): 0.046, atom 8 (C): 0.015, atom 9 (C): -0.231, atom 10 (O): -0.028, atom 11 (H): 0.053, atom 12 (H): 0.065, atom 13 (H): 0.075, atom 14 (H): 0.050

Record 4
Here is 2 unconnected molecules or ions with the total composition C3H9NO in a non-equilibrium geometry from the OMol25 dataset. Energies are from ωB97M-V/def2-TZVPD.

```
! wB97M-V def2-TZVPD RIJCOSX def2/J DEFGRID3
* xyz 1 2
N 0.4552 0.8840 0.1182
C 0.0747 -0.3119 -0.6831
C -2.4490 0.6346 -1.0141
C -1.3234 -0.0998 -1.3857
H 0.0832 1.7761 -0.2780
H 0.1993 0.8203 1.0519
H -0.0391 -1.1317 0.0666
H 0.9898 -0.6624 -1.2026
H -3.4120 0.6114 -1.5289
H -2.5331 1.1184 -0.0847
H -1.2667 -0.6989 -2.2788
H 2.8468 -1.2954 2.8930
H 1.7872 -0.4152 2.2547
O 2.5431 -0.9561 2.0971
*
```

The value obtained for the highest occupied orbital energy (alpha / beta) is -0.5563 / -0.5540 Eh. The molar mass is 75.1 g mol⁻¹. The calculation puts the HOMO-LUMO gap (alpha / beta) at 11.12 / 6.00 eV.

In the Löwdin picture, each atom carries the following charge in e: atom 1 (N): 0.250, atom 2 (C): -0.143, atom 3 (C): 0.126, atom 4 (C): -0.039, atom 5 (H): 0.153, atom 6 (H): 0.091, atom 7 (H): 0.148, atom 8 (H): 0.162, atom 9 (H): 0.093, atom 10 (H): 0.053, atom 11 (H): 0.104, atom 12 (H): 0.013, atom 13 (H): -0.003, atom 14 (O): -0.007

Record 5
Here is 2 unconnected molecules or ions with the total composition C3H9NO2 in a non-equilibrium geometry from the OMol25 dataset. Energies are from ωB97M-V/def2-TZVPD.

```
! wB97M-V def2-TZVPD RIJCOSX def2/J DEFGRID3
* xyz 0 1
O -1.4433 -2.7468 0.1358
C -0.3595 -2.2908 0.3855
C 0.9807 -2.8554 0.0991
H -0.3199 -1.2818 0.8764
H 1.0392 -2.7241 -0.9970
H 1.1418 -3.9248 0.2335
H 1.8388 -2.3297 0.5066
N -0.3183 1.2381 0.0337
C -0.0210 2.5138 -0.5071
O -1.0004 3.5349 -0.2983
H 0.0476 1.0718 0.9545
H -1.1845 0.7913 -0.1598
H 0.9472 2.9476 -0.2697
H -0.0726 2.4030 -1.5940
H -1.2759 3.6528 0.6010
*
```

The value obtained for the highest occupied orbital energy is -0.3532 Eh. Its SMILES is CC=O.NCO. The molar mass is 91.1 g mol⁻¹. The calculation puts the HOMO-LUMO gap at 10.38 eV.

In the Löwdin picture, each atom carries the following charge in e: atom 1 (O): 0.043, atom 2 (C): -0.344, atom 3 (C): -0.055, atom 4 (H): 0.094, atom 5 (H): 0.097, atom 6 (H): 0.083, atom 7 (H): 0.072, atom 8 (N): 0.025, atom 9 (C): -0.351, atom 10 (O): -0.078, atom 11 (H): 0.060, atom 12 (H): 0.069, atom 13 (H): 0.114, atom 14 (H): 0.110, atom 15 (H): 0.059

Record 6
Here is 2 unconnected molecules or ions with the total composition C3H9NO2 in a non-equilibrium geometry from the OMol25 dataset. Energies are from ωB97M-V/def2-TZVPD.

```
! wB97M-V def2-TZVPD RIJCOSX def2/J DEFGRID3
* xyz 0 1
O -2.1173 -2.7223 -0.0501
C -2.1209 -1.9774 0.8929
C -1.4188 -0.6152 0.8136
H -2.4267 -2.3324 1.8893
H -1.0045 -0.5229 1.8170
H -2.1758 0.1726 0.7982
H -0.7720 -0.7011 -0.0383
N 1.3500 0.8146 0.2281
C 1.8314 1.4404 -1.0320
O 1.9511 0.5429 -2.1218
H 0.6756 0.0756 0.1621
H 1.1876 1.5175 0.9272
H 1.1706 2.2760 -1.2677
H 2.8410 1.7042 -0.7385
H 1.0288 0.3275 -2.2801
*
```

The value obtained for the highest occupied orbital energy is -0.3360 Eh. Its SMILES is CC=O.NCO. The molar mass is 91.1 g mol⁻¹. The calculation puts the HOMO-LUMO gap at 9.86 eV.

In the Löwdin picture, each atom carries the following charge in e: atom 1 (O): 0.042, atom 2 (C): -0.302, atom 3 (C): -0.055, atom 4 (H): 0.113, atom 5 (H): 0.082, atom 6 (H): 0.089, atom 7 (H): 0.051, atom 8 (N): 0.005, atom 9 (C): -0.329, atom 10 (O): -0.044, atom 11 (H): -0.004, atom 12 (H): 0.062, atom 13 (H): 0.106, atom 14 (H): 0.108, atom 15 (H): 0.075

Record 7
Here is 2 unconnected molecules or ions with the total composition C3H9NO2 in a non-equilibrium geometry from the OMol25 dataset. Energies are from ωB97M-V/def2-TZVPD.

```
! wB97M-V def2-TZVPD RIJCOSX def2/J DEFGRID3
* xyz 0 1
C 0.9223 1.8148 -0.2169
C -0.4679 1.3261 -0.8184
O -0.2456 0.1137 -1.2693
O -1.5135 1.9164 -0.4521
H 1.2380 2.6857 -0.6254
H 1.6394 1.0614 0.0114
H 0.6430 2.1292 0.8820
C 1.0644 -1.9577 1.5186
N -0.0495 -2.6783 0.8248
H -0.5496 -3.0823 1.5763
H -0.5008 -2.0505 0.0432
H -1.1864 -0.2015 -1.7831
H 0.6754 -0.9627 1.8221
H 1.9234 -1.7880 0.7427
H 1.4236 -2.3832 2.4280
*
```

The value obtained for the highest occupied orbital energy is -0.3295 Eh. Its SMILES is CC(=O)O.CN. The molar mass is 91.1 g mol⁻¹. The calculation puts the HOMO-LUMO gap at 9.33 eV.

In the Löwdin picture, each atom carries the following charge in e: atom 1 (C): 0.014, atom 2 (C): -0.539, atom 3 (O): 0.041, atom 4 (O): 0.038, atom 5 (H): 0.027, atom 6 (H): 0.050, atom 7 (H): 0.123, atom 8 (C): -0.205, atom 9 (N): -0.092, atom 10 (H): 0.023, atom 11 (H): 0.090, atom 12 (H): 0.239, atom 13 (H): 0.053, atom 14 (H): 0.093, atom 15 (H): 0.045

Record 8
Here is 2 unconnected molecules or ions with the total composition C3H9NO2 in a non-equilibrium geometry from the OMol25 dataset. Energies are from ωB97M-V/def2-TZVPD.

```
! wB97M-V def2-TZVPD RIJCOSX def2/J DEFGRID3
* xyz 0 1
C 0.4277 0.0615 1.2535
C -0.0298 1.5130 1.0228
O -0.6717 1.9255 0.0673
N 0.4459 2.4479 1.9414
H 1.3314 0.0000 1.8615
H 0.9737 -0.5190 0.4237
H -0.1829 3.2954 2.1795
H 1.0849 2.2987 2.6712
H -0.2925 -0.6195 1.8081
C -0.4881 -1.9818 -2.0474
O 0.0743 -3.2763 -2.0331
H 1.1382 -3.2820 -2.0747
H 0.0720 -1.1677 -2.5870
H -0.4542 -1.7474 -0.9231
H -1.4715 -2.1439 -2.5955
*
```

The value obtained for the highest occupied orbital energy is -0.3672 Eh. Its SMILES is CC(N)=O.CO. The molar mass is 91.1 g mol⁻¹. The calculation puts the HOMO-LUMO gap at 10.67 eV.

In the Löwdin picture, each atom carries the following charge in e: atom 1 (C): -0.036, atom 2 (C): -0.555, atom 3 (O): 0.032, atom 4 (N): 0.110, atom 5 (H): 0.051, atom 6 (H): 0.089, atom 7 (H): 0.148, atom 8 (H): 0.059, atom 9 (H): 0.103, atom 10 (C): -0.197, atom 11 (O): -0.205, atom 12 (H): 0.149, atom 13 (H): 0.082, atom 14 (H): 0.073, atom 15 (H): 0.097

Taking the records one at a time from the top gives relative energy (zero: lowest compared OMol25 entry of this formula, charge and spin) values of 47.46; 61.95; 60.02; 61.36; 46.99; 58.98; 63.57; 54.73 kcal per mole.